# 1
ORCA calculation (the ωB97M-V functional and the def2-TZVPD basis) on C27H83BrCuN19O12 as an isolated structure at a distorted geometry.

CARTESIAN COORDINATES (ANGSTROEM)
Cu  0.269  -0.256  0.216
Br  -1.724  1.144  -0.977
C  2.547  1.405  -1.530
O  1.699  0.614  -1.219
N  2.510  2.696  -1.326
N  3.679  1.094  -2.138
H  3.232  3.212  -1.808
H  1.619  2.957  -0.929
H  4.444  1.753  -2.171
H  3.848  0.179  -2.531
C  -0.210  -3.026  -1.847
O  0.091  -2.105  -1.058
N  0.510  -3.385  -2.874
N  -1.301  -3.724  -1.741
H  0.254  -4.225  -3.373
H  1.454  -3.079  -3.063
H  -1.994  -3.486  -1.046
H  -1.434  -4.525  -2.342
C  0.445  -1.198  4.934
O  0.931  -1.505  3.832
N  -0.804  -1.263  5.251
N  1.174  -0.685  5.912
H  -1.082  -0.895  6.149
H  -1.522  -1.659  4.661
H  0.696  -0.577  6.795
H  2.168  -0.576  5.770
C  1.429  -0.411  -4.309
O  2.492  -1.000  -4.167
N  1.307  0.916  -4.578
N  0.239  -0.958  -4.329
H  0.381  1.269  -4.769
H  2.158  1.439  -4.727
H  -0.501  -0.315  -4.573
H  0.102  -1.801  -3.790
C  -5.747  -0.767  -1.530
O  -6.776  -1.369  -1.765
N  -4.542  -1.292  -1.541
N  -5.683  0.481  -1.220
H  -3.734  -0.718  -1.347
H  -4.483  -2.260  -1.824
H  -4.796  0.961  -1.182
H  -6.457  1.095  -1.010
C  -2.053  2.583  2.807
O  -1.876  1.382  2.952
N  -2.657  3.311  3.689
N  -1.819  3.283  1.709
H  -2.730  3.027  4.655
H  -2.588  4.282  3.417
H  -1.372  2.940  0.871
H  -2.041  4.267  1.748
C  1.743  1.974  2.254
O  0.959  1.454  1.482
N  2.271  1.238  3.153
N  2.185  3.144  2.223
H  2.715  1.668  3.952
H  2.031  0.257  3.194
H  3.034  3.164  2.769
H  2.001  3.707  1.405
C  -3.569  0.451  -4.685
C  -2.957  1.755  -5.157
C  -3.718  3.062  -4.782
O  -2.952  4.218  -4.951
C  -2.565  4.557  -6.246
N  -1.632  1.750  -4.503
H  -4.613  0.653  -4.446
H  -3.046  -0.093  -3.899
H  -3.489  -0.241  -5.523
H  -2.678  1.710  -6.210
H  -3.981  3.081  -3.724
H  -4.614  3.069  -5.402
H  -2.076  5.522  -6.116
H  -3.379  4.649  -6.964
H  -1.828  3.793  -6.494
H  -1.698  1.674  -3.498
H  -1.090  2.577  -4.709
C  3.986  -2.203  1.755
C  3.308  -1.510  0.597
C  3.589  -2.270  -0.753
O  5.104  -2.152  -0.873
C  5.426  -2.654  -2.178
N  1.896  -1.651  1.055
H  3.690  -1.882  2.753
H  5.052  -1.986  1.825
H  3.844  -3.280  1.851
H  3.503  -0.438  0.576
H  3.067  -1.847  -1.612
H  3.354  -3.312  -0.537
H  5.060  -3.675  -2.292
H  6.511  -2.664  -2.290
H  5.013  -2.053  -2.988
H  1.883  -1.612  2.064
H  1.765  -2.636  0.874
C  1.432  -6.933  3.629
C  2.013  -5.604  4.083
C  3.593  -5.617  4.085
O  4.186  -4.321  4.056
C  3.949  -3.552  5.229
N  1.454  -4.620  3.145
H  1.865  -7.828  4.074
H  1.789  -7.209  2.637
H  0.351  -7.072  3.637
H  1.545  -5.487  5.061
H  4.124  -6.152  3.298
H  3.985  -6.022  5.018
H  4.822  -2.907  5.328
H  3.826  -4.107  6.158
H  3.099  -2.885  5.087
H  2.042  -3.799  3.132
H  0.594  -4.263  3.537
C  -1.889  5.076  -1.837
C  -0.319  4.969  -1.635
C  0.533  5.863  -2.612
O  0.271  7.220  -2.466
C  0.664  7.987  -3.617
N  0.057  5.010  -0.215
H  -2.163  4.872  -2.872
H  -2.216  6.084  -1.583
H  -2.349  4.318  -1.203
H  -0.232  3.919  -1.913
H  0.373  5.478  -3.619
H  1.570  5.584  -2.423
H  0.174  7.719  -4.553
H  1.740  7.949  -3.788
H  0.478  9.039  -3.404
H  0.298  5.930  0.126
H  -0.677  4.624  0.361
C  -1.527  -3.431  1.571
C  -2.104  -1.976  1.559
C  -3.305  -1.723  2.526
O  -2.979  -1.966  3.859
C  -3.948  -1.551  4.748
N  -1.018  -1.027  1.862
H  -0.484  -3.413  1.256
H  -2.000  -4.037  0.798
H  -1.547  -3.821  2.589
H  -2.557  -1.777  0.588
H  -4.167  -2.361  2.331
H  -3.626  -0.685  2.448
H  -4.628  -2.311  5.135
H  -4.525  -0.647  4.554
H  -3.293  -1.163  5.528
H  -0.713  -1.379  2.758
H  -1.418  -0.192  2.265

Atoms 1-3, force components in eV/Å:
Cu 0.3 -0.5 0.6
Br 0.5 -0.6 0.5
C 1.6 -0.1 -0.7

Output
total energy	-7236.21622	hartree
F_max	6.28	eV/A
frontier orbital gap (alpha / beta)	9.07 / 7.56	eV
multiplicity	2
HOMO level (alpha / beta)	-10.8985 / -10.9016	eV
LUMO level (alpha / beta)	-0.0673 / -0.1230	Ha
total charge	+1

---

# 2
ORCA calculation (the ωB97M-V functional and the def2-TZVPD basis) on C3H6ClF in the gas phase at a distorted geometry.

CARTESIAN COORDINATES (ANGSTROEM)
F  1.645  -1.105  -0.224
C  1.382  0.293  -0.185
C  -0.154  0.551  -0.024
C  -1.043  -0.706  0.183
Cl  -2.735  -0.298  -0.223
H  1.614  0.837  -1.052
H  1.749  0.511  0.866
H  -0.352  1.263  0.848
H  -0.214  1.120  -0.882
H  -0.842  -1.487  -0.552
H  -1.050  -0.979  1.245

Atoms 1-3, force components in eV/Å:
F 0.0 0.8 -1.0
C -1.8 -2.1 5.0
C 0.6 -0.6 2.4

Output
total energy	-677.91795	hartree
F_max	5.74	eV/A
frontier orbital gap	11.48	eV
HOMO level	-10.5383	eV
LUMO level	0.0344	Ha

---

# 3
ORCA calculation (the ωB97M-V functional and the def2-TZVPD basis) on a 11-piece molecular cluster, BrH20O10 overall at a distorted geometry.

CARTESIAN COORDINATES (ANGSTROEM)
Br  1.613  -10.996  -3.429
O  1.137  -7.722  -3.100
H  1.023  -8.657  -3.257
H  1.140  -7.836  -2.184
O  3.269  -14.007  -4.774
H  3.935  -13.417  -5.055
H  2.836  -13.514  -4.106
O  -0.646  -14.178  -3.502
H  -0.032  -13.451  -3.387
H  -0.353  -14.945  -2.961
O  4.575  -11.620  -5.064
H  5.430  -11.216  -5.223
H  4.223  -11.344  -4.168
O  2.343  -9.852  -6.560
H  1.586  -9.622  -5.989
H  2.648  -10.675  -6.176
O  3.385  -13.023  -1.501
H  3.373  -13.168  -0.555
H  2.565  -12.668  -1.854
O  0.890  -12.299  -0.310
H  0.807  -11.698  -1.023
H  0.594  -11.756  0.408
O  -1.854  -10.520  -3.625
H  -2.206  -10.903  -4.426
H  -0.946  -10.447  -3.904
O  0.384  -12.133  -6.337
H  0.964  -11.831  -5.615
H  0.965  -12.433  -6.993
O  3.646  -10.061  -0.752
H  3.035  -10.107  -0.039
H  3.092  -10.205  -1.506

Atoms 1-3, force components in eV/Å:
Br -0.1 -0.1 0.2
O -0.2 0.3 -1.4
H 0.0 -0.9 -1.3

Output
total energy	-3338.52481	hartree
F_max	2.80	eV/A
frontier orbital gap	9.51	eV
HOMO level	-6.8341	eV
LUMO level	0.0983	Ha
total charge	-1

---

# 4
ORCA calculation (the ωB97M-V functional and the def2-TZVPD basis) on a 2-piece molecular cluster, C5H9FN2 overall at a distorted geometry.

CARTESIAN COORDINATES (ANGSTROEM)
C  1.317  1.048  1.299
N  0.980  0.062  0.340
C  0.975  -1.146  0.634
C  0.728  -2.220  -0.392
F  0.612  -3.465  0.193
H  2.296  1.347  0.970
H  0.603  1.994  1.199
H  1.403  0.668  2.298
H  1.327  -1.739  1.573
H  1.648  -2.315  -0.989
H  -0.087  -2.028  -1.009
C  -2.971  0.476  0.478
C  -2.230  1.624  0.149
N  -1.546  2.506  -0.102
H  -2.637  -0.331  -0.086
H  -3.036  0.245  1.500
H  -4.155  0.614  0.282

Atoms 1-3, force components in eV/Å:
C -0.9 2.3 -0.7
N -1.2 -0.4 -0.4
C 0.8 -2.5 0.9

Output
total energy	-405.21600	hartree
F_max	4.82	eV/A
frontier orbital gap	10.52	eV
HOMO level	-9.8033	eV
LUMO level	0.0262	Ha